# 1
This record from OMol25 describes 2 unconnected molecules or ions with the total composition C5H14NO. The level of theory is ωB97M-V/def2-TZVPD.

Computed properties:
- Relative energy (zero: lowest compared OMol25 entry of this formula, charge and spin): 29.2 kcal/mol
- F_max: 1.73 eV/A
- HOMO: -15.2 eV
- Orbital gap: 10.7 eV
- Net charge: +1

Structure (XYZ):
```
21
Properties=species:S:1:pos:R:3:forces:R:3:mulliken_charge:R:1
C -1.2592 -0.9376 -2.0253 0.0654 0.3268 0.2483 -1.13
C -1.4772 -1.2847 -0.5407 0.6193 0.1393 0.2045 -0.24
C -1.6498 -0.0723 0.3811 0.4388 0.4426 -0.2292 -0.93
C -0.5537 1.0133 0.2782 -0.5259 -1.6458 0.0153 -0.38
C 1.0286 -0.3007 1.7056 -0.7128 0.1427 0.5472 -0.18
N 0.7417 0.5248 0.7984 0.8233 0.7208 -0.5925 0.12
H -1.3307 0.1426 -2.2000 -0.0505 -0.1703 -0.0556 0.32
H -0.2669 -1.2535 -2.3479 -0.0723 0.0255 -0.1139 0.29
H -1.9901 -1.4001 -2.6767 -0.0879 -0.1522 -0.0392 0.33
H -2.3311 -1.9363 -0.3911 -0.1420 -0.0600 -0.0575 0.38
H -0.6088 -1.8538 -0.1891 -0.1065 -0.1078 -0.0117 0.22
H -2.5759 0.4428 0.1316 -0.1494 -0.0088 0.1646 0.36
H -1.6868 -0.3718 1.4306 -0.4207 -0.0988 -0.0312 0.40
H -0.3299 1.2161 -0.7671 -0.2171 0.5628 0.1545 0.35
H -0.8811 1.8611 0.8655 0.3115 0.4615 -0.1591 0.29
H 2.0706 -0.5149 1.8869 0.0555 -0.1298 0.0868 0.26
H 0.2283 -0.6892 2.3244 0.1517 -0.3906 -0.0675 0.25
H 1.5686 0.9390 0.3446 0.0695 -0.0426 -0.0973 0.32
H 3.8979 1.4394 1.0977 -0.4151 0.0988 -0.2713 0.30
H 4.0443 1.5768 -0.3907 -0.3340 -0.0133 -0.2069 0.32
O 3.3611 1.4591 0.2841 0.6993 -0.1007 0.5116 -0.66
```
Positions in Å, forces in eV/Å.



# 2
This record from OMol25 describes 5 unconnected molecules or ions with the total composition C25H64B2NO15S. The level of theory is ωB97M-V/def2-TZVPD.

Computed properties:
- F_max: 1.22 eV/A
- HOMO: -10.3 eV
- Orbital gap: 6.1 eV
- Net charge: +1

Structure (XYZ):
```
108
Properties=species:S:1:pos:R:3:forces:R:3:mulliken_charge:R:1
N 7.4765 -0.5728 1.0636 0.1824 -0.3956 0.0183 -0.42
B 6.2043 -0.7790 0.4998 0.3246 -0.6197 -0.4586 0.43
O 5.8140 -1.7396 -0.3728 -0.9029 0.3967 0.1168 -0.51
S 4.8182 0.4686 1.0381 0.1616 0.8995 0.8026 -0.05
C 3.6834 -0.6525 1.8993 0.0562 -0.4595 -0.1658 -0.16
B 2.4381 -1.1034 0.9768 -0.3302 -0.0924 0.1899 0.23
O 1.2364 -0.4971 1.1761 0.3295 0.2046 0.0899 -0.42
O 2.5592 -2.0973 0.0660 0.2295 0.4613 -0.2912 -0.23
H 7.6502 -1.0852 1.9265 -0.0317 0.6519 0.4298 0.27
H 8.2152 -0.8707 0.4322 -0.0117 -0.1534 -0.0770 0.30
H 5.7414 -2.6156 0.0236 0.5551 -0.3292 -0.2904 0.36
H 4.1866 0.7541 -0.1084 -0.0656 -0.2882 -0.2881 0.23
H 4.2989 -1.5055 2.1868 0.0374 -0.1116 0.0770 0.10
H 3.3816 -0.1529 2.8123 -0.0971 0.2344 -0.0167 0.37
H 1.0958 0.2584 0.5940 -0.5747 0.0878 -0.1112 0.25
H 3.4318 -2.1627 -0.3347 0.1448 -0.4087 0.1202 0.23
C 1.3220 5.0633 -4.1589 -0.0966 0.0249 -0.0865 -0.79
O 0.2137 4.4636 -3.5282 0.1627 -0.0192 0.2679 -0.26
C 0.2011 3.0533 -3.6230 -0.0774 0.1527 -0.1434 -0.65
C -0.4298 2.4228 -2.4058 -0.1183 -0.2136 -0.0061 -0.25
O 0.3810 2.4485 -1.2322 0.1813 -0.1296 0.1449 -0.29
C 0.5655 3.6990 -0.5762 0.1144 0.0137 0.0370 -0.34
C -0.6651 4.2354 0.1174 -0.0724 0.1868 -0.0040 -0.65
O -1.5836 4.7573 -0.8147 -0.0372 -0.2171 -0.1169 -0.30
C -2.9314 4.6337 -0.4059 0.0131 0.0866 -0.0123 -0.74
H 1.2719 4.9587 -5.2482 0.0488 -0.0224 -0.0007 0.33
H 1.3067 6.1216 -3.9072 -0.0337 0.0097 -0.0202 0.24
H 2.2649 4.6304 -3.8019 -0.0009 -0.0112 -0.0268 0.33
H 1.2213 2.6676 -3.7462 -0.0021 -0.0133 0.0180 0.34
H -0.3876 2.7604 -4.5023 0.0839 -0.1171 -0.0246 0.40
H -0.5638 1.3609 -2.6257 0.0098 -0.0051 0.0152 0.35
H -1.4158 2.8447 -2.2107 0.0545 0.1548 -0.0151 0.11
H 0.9880 4.4433 -1.2537 -0.1490 0.0252 -0.0508 0.16
H 1.3099 3.4991 0.2012 -0.0007 -0.0037 -0.0084 0.39
H -0.3550 5.0351 0.8052 0.0186 -0.0950 0.0994 0.42
H -1.1253 3.4317 0.7065 0.0099 -0.0109 0.0012 0.32
H -3.1671 3.5982 -0.1365 -0.0206 0.0158 0.0454 0.31
H -3.5565 4.9201 -1.2482 0.0079 0.0494 -0.0031 0.21
H -3.1539 5.2895 0.4424 -0.0233 -0.0515 0.0285 0.38
C -1.0938 -4.1624 -6.5577 -0.1022 0.0579 -0.0159 -0.79
O -1.5492 -4.0278 -5.2304 0.2681 -0.0538 0.0983 -0.24
C -1.9763 -5.2515 -4.6569 -0.1347 0.1337 -0.1192 -0.56
C -1.7009 -5.2926 -3.1734 -0.1001 -0.0372 0.0817 -0.29
O -0.3366 -5.4817 -2.8315 0.0271 -0.0795 0.0734 -0.46
C 0.5594 -4.4021 -3.0024 0.1285 -0.0385 -0.0853 -0.44
C 0.4055 -3.2852 -1.9951 -0.1821 0.0876 -0.1948 -0.23
O -0.7331 -2.4958 -2.2896 -0.1206 -0.1301 0.0195 -0.35
C -1.3630 -1.9484 -1.1550 0.0213 0.0035 -0.0682 -0.62
H -1.9136 -4.4063 -7.2424 0.0264 -0.0407 -0.0162 0.33
H -0.6631 -3.2075 -6.8536 -0.0365 0.0193 -0.0019 0.23
H -0.3213 -4.9359 -6.6368 -0.0199 -0.0154 -0.0121 0.35
H -1.4747 -6.0976 -5.1402 0.0180 -0.0029 0.0148 0.36
H -3.0588 -5.3552 -4.8103 0.0122 -0.1303 -0.0152 0.39
H -2.2088 -6.1751 -2.7789 0.0076 0.0013 0.0192 0.40
H -2.1217 -4.4175 -2.6746 0.0489 0.0834 -0.1001 0.08
H 0.5282 -4.0096 -4.0220 -0.1053 0.0855 0.0521 0.18
H 1.5490 -4.8406 -2.8453 0.0039 -0.0030 -0.0213 0.38
H 1.2960 -2.6494 -2.0427 0.0901 -0.0318 0.0845 0.21
H 0.3331 -3.7137 -0.9889 -0.0065 0.0231 0.0148 0.31
H -1.5936 -2.7243 -0.4158 0.0301 0.0253 0.0262 0.39
H -2.2973 -1.5000 -1.4883 0.0133 0.0380 -0.0135 0.25
H -0.7470 -1.1773 -0.6798 0.0099 -0.0083 0.0573 0.13
C -6.1484 1.2847 -1.6696 0.0935 0.0645 0.0333 -0.88
O -6.5503 2.6337 -1.6484 -0.1815 -0.0860 0.0502 -0.24
C -7.0500 3.0898 -2.8951 0.1912 0.0303 0.0463 -0.55
C -8.1444 4.1143 -2.7124 -0.0123 0.1340 -0.0530 -0.37
O -9.3849 3.5822 -2.2874 -0.0641 -0.0266 -0.0601 -0.45
C -9.5152 3.1601 -0.9408 -0.0248 -0.1187 0.0233 -0.31
C -9.5779 4.2820 0.0680 0.0858 0.0119 0.1845 -0.58
O -8.3003 4.8562 0.2867 0.0092 0.0536 -0.2571 -0.23
C -8.3558 6.2242 0.6196 0.0307 -0.0528 0.0864 -0.78
H -5.2520 1.1393 -2.2858 -0.0309 -0.0374 -0.0307 0.32
H -5.9213 0.9957 -0.6445 0.0303 0.0184 0.0017 0.23
H -6.9475 0.6361 -2.0457 0.0189 -0.0074 -0.0271 0.39
H -7.4369 2.2498 -3.4830 -0.0246 -0.0003 0.0120 0.37
H -6.2279 3.5572 -3.4550 -0.0483 -0.0488 -0.1078 0.37
H -8.3479 4.5396 -3.6980 -0.0069 0.0155 0.0059 0.40
H -7.8119 4.9271 -2.0631 0.0622 -0.0931 0.0863 0.15
H -8.7417 2.4379 -0.6693 0.0738 0.1078 0.0288 0.11
H -10.4776 2.6453 -0.9065 0.0003 -0.0145 -0.0063 0.39
H -9.9502 3.8747 1.0180 -0.1170 0.0335 -0.0312 0.39
H -10.2846 5.0421 -0.2845 0.0028 0.0014 -0.0184 0.36
H -8.9348 6.7897 -0.1193 -0.0215 0.0054 0.0243 0.35
H -7.3346 6.6014 0.6226 0.0120 -0.0162 0.0388 0.22
H -8.7940 6.3800 1.6123 -0.0328 0.0356 -0.0251 0.33
C 5.1335 -0.2922 6.9599 -0.0909 -0.0379 0.1178 -0.74
O 5.1509 -1.6872 6.7548 0.2534 0.0449 -0.2322 -0.29
C 4.3228 -2.1202 5.6990 -0.0569 -0.0007 0.2575 -0.06
C 4.8981 -3.3355 5.0112 -0.1075 -0.1374 -0.0397 -0.57
O 6.0234 -3.0706 4.1793 0.0127 0.1311 -0.1646 -0.36
C 7.2689 -2.7876 4.8152 0.0710 0.2327 -0.1358 -0.19
C 7.9387 -3.9606 5.4887 0.0182 -0.0687 0.1956 -0.73
O 7.3015 -4.2648 6.7097 -0.2673 -0.0408 -0.1531 -0.27
C 7.3720 -5.6330 7.0577 0.0817 0.0320 0.0795 -0.79
H 4.1657 0.0466 7.3447 -0.0019 0.0323 -0.0406 0.33
H 5.9029 -0.0612 7.6927 -0.0160 -0.0172 0.0289 0.25
H 5.3598 0.2481 6.0315 -0.0210 0.0058 -0.0020 0.28
H 4.1872 -1.3132 4.9637 0.0159 -0.0045 -0.0013 -0.10
H 3.3372 -2.3881 6.1029 -0.0708 0.0540 -0.1304 0.42
H 4.1311 -3.7158 4.3314 0.0125 -0.0336 -0.0033 0.48
H 5.1183 -4.1223 5.7327 0.0689 0.0928 0.0880 0.21
H 7.1769 -1.9464 5.5047 -0.0527 -0.1029 0.1014 0.20
H 7.9226 -2.4742 3.9947 0.0459 -0.0141 0.0223 0.24
H 8.9856 -3.6919 5.6856 0.0344 -0.0469 -0.1327 0.42
H 7.9222 -4.8262 4.8152 -0.0016 0.0053 -0.0147 0.37
H 7.0076 -6.2679 6.2423 0.0297 -0.0031 -0.0052 0.35
H 6.7342 -5.7793 7.9261 0.0247 0.0245 0.0320 0.24
H 8.3945 -5.9285 7.3142 -0.0053 -0.0329 -0.0346 0.33
```
Positions in Å, forces in eV/Å.



# 3
This record from OMol25 describes a molecular structure, C4H12N2. The level of theory is ωB97M-V/def2-TZVPD.

Computed properties:
- Relative energy (zero: lowest compared OMol25 entry of this formula, charge and spin): 146.5 kcal/mol
- F_max: 5.30 eV/A
- HOMO: -8.6 eV
- Orbital gap: 9.4 eV
- Net charge: 0

Structure (XYZ):
```
18
Properties=species:S:1:pos:R:3:forces:R:3:mulliken_charge:R:1
C 0.0599 0.2100 1.1439 -0.3613 -1.4025 -0.5565 -0.59
C 0.6426 1.3989 0.3987 1.6906 0.6245 0.9544 -0.61
C -0.1997 1.6599 -0.8236 -1.4107 0.7307 2.3409 -0.58
N -0.5873 0.0984 -1.6799 -1.0674 0.0757 -2.4416 -0.62
C 0.5768 -1.1199 0.4577 1.0113 0.2850 5.1996 -0.58
N -0.3001 -2.2637 0.6742 0.6227 -1.0898 -1.8891 -0.64
H -1.0318 0.3701 0.9590 0.5560 -0.6880 0.5848 0.22
H 0.2357 0.1187 2.2542 -0.0335 0.4954 -1.2169 0.41
H 1.7483 1.2916 0.0772 -1.5058 -0.1153 0.7234 0.34
H 0.6352 2.2524 1.1244 -0.0984 -0.2251 -0.9882 0.32
H -0.3366 2.6874 -1.1018 0.6100 0.2776 -1.2819 0.37
H -1.1947 1.2778 -0.7047 -0.7976 1.0889 1.5496 0.27
H 0.3086 0.9570 -1.6275 -0.0833 -0.8484 -2.0718 0.27
H -1.4725 0.4382 -2.2448 2.3619 -0.3896 0.9622 0.23
H 0.9044 -0.9559 -0.5233 0.2961 0.0027 -1.1916 0.47
H 1.4889 -1.3378 1.1755 -1.0049 0.3163 -1.8228 0.26
H -0.2918 -2.8012 -0.2169 -0.0913 0.2430 1.0593 0.24
H -1.2593 -2.0341 0.8093 -0.6943 0.6189 0.0861 0.23
```
Positions in Å, forces in eV/Å.



# 4
This record from OMol25 describes a molecular structure, C22H12FI2N4O9Te4W. The level of theory is ωB97M-V/def2-TZVPD.

Computed properties:
- Relative energy (zero: lowest compared OMol25 entry of this formula, charge and spin): 35.4 kcal/mol
- F_max: 1.06 eV/A
- HOMO (alpha / beta): -4.8 / -4.7 eV
- Orbital gap (alpha / beta): 5.9 / 4.6 eV
- Net charge: -1
- 2S+1: 3
- <S²>: 2.025

Structure (XYZ):
```
55
Properties=species:S:1:pos:R:3:forces:R:3:lowdin_spin:R:1
W 1.3336 0.3683 -1.2144 -0.1847 -0.3006 0.2053 -0.01
O 0.4341 -0.1593 -5.2864 -0.0302 -0.0566 -0.0351 0.00
C 0.6656 -0.3555 -3.9836 -0.1196 0.1414 -0.0334 0.00
O 0.5756 0.6087 -3.1696 0.1723 0.0542 -0.0925 0.02
C 0.9550 -1.5954 -3.4309 -0.0391 -0.3443 -0.0440 0.00
C 0.9132 -2.8814 -4.0240 0.0473 0.2586 -0.0404 0.00
C 0.8753 -3.9793 -3.2253 0.0112 -0.1435 0.1589 0.00
C 0.7510 -3.7867 -1.8178 -0.0032 -0.0627 -0.1598 0.00
C 0.8460 -2.5425 -1.3005 0.1933 0.0476 0.0477 0.00
N 1.1209 -1.4405 -2.0749 -0.2465 0.2612 0.0157 0.00
C 0.4922 -2.1499 0.0945 0.0540 -0.2087 -0.0073 0.00
O -0.0140 -2.9181 0.8779 0.1461 0.0600 0.1095 0.00
O 0.7500 -0.8835 0.3055 -0.2244 0.1657 -0.3182 0.00
H 0.2240 0.7775 -5.4012 0.0176 0.0118 0.0124 0.00
H 0.8884 -2.9480 -5.1034 -0.0138 -0.0159 0.0055 0.00
H 0.8579 -4.9744 -3.6472 -0.0145 0.0016 0.0064 0.00
H 0.5137 -4.5952 -1.1398 0.0117 -0.0152 -0.0061 0.00
Te 3.9285 -0.9106 -0.4938 0.8687 -0.3171 0.5245 0.30
Te 4.7602 -3.1869 0.6121 -0.5100 0.1043 -0.1461 0.74
Te 3.6929 1.2090 -2.5457 -0.5770 0.4809 -0.4478 0.33
Te 1.9456 3.1496 -2.2033 0.3123 -0.2620 0.1201 0.57
I -1.3107 4.1267 0.1578 -0.0828 -0.0529 -0.0478 0.00
C -2.3875 2.4689 -0.5135 0.1964 0.0165 -0.0058 0.00
C -3.7829 2.5404 -0.5880 -0.0142 -0.0205 -0.0231 0.00
C -4.5055 1.4704 -1.0334 -0.1814 0.0933 0.0174 0.00
I -6.5928 1.6743 -1.1400 0.0702 -0.0126 0.0125 0.00
C -3.8630 0.2730 -1.4194 0.1560 -0.1265 -0.0114 0.00
C -4.5366 -0.8881 -1.8689 0.0451 0.0816 0.0171 0.00
C -3.8232 -1.9948 -2.2148 0.0025 -0.0542 -0.0139 0.00
C -2.4188 -1.9545 -2.1159 0.0003 -0.0296 -0.0160 0.00
N -1.7576 -0.9075 -1.7037 0.0129 0.0091 -0.0094 0.00
C -2.4424 0.2046 -1.3497 -0.0486 0.0870 0.0463 0.00
C -1.6722 1.3354 -0.8840 -0.1647 0.0856 0.0009 0.00
O -0.3796 1.3462 -0.7902 0.1814 -0.2911 -0.0926 0.00
H -4.2814 3.4540 -0.2963 0.0100 0.0031 0.0136 0.00
H -5.6166 -0.8852 -1.9284 -0.0012 0.0144 0.0035 0.00
H -4.3163 -2.8969 -2.5520 0.0059 0.0058 -0.0069 0.00
H -1.8286 -2.8268 -2.3832 -0.0040 0.0041 0.0046 0.00
F 0.4854 -0.4864 6.4484 -0.0046 0.0061 -0.0111 0.00
C 1.0133 0.5709 5.8154 -0.0021 -0.1010 0.0086 0.00
C 1.6647 0.4303 4.6583 -0.0015 0.0260 0.0004 0.00
N 2.2514 1.4938 4.0123 -0.0963 0.0082 -0.0383 0.00
C 2.7166 1.3234 2.6470 0.0603 -0.0692 0.0608 0.00
C 1.5652 1.4001 1.6516 0.0858 -0.0475 -0.1368 0.00
O 2.0339 1.3128 0.4199 -0.1129 0.3258 0.3530 0.03
O 0.4228 1.4997 2.0105 -0.0447 0.0696 0.0037 0.00
C 2.0877 2.7856 4.4708 0.1128 -0.0207 -0.0394 0.00
O 2.5086 3.7619 3.8876 -0.0355 -0.0079 0.0221 0.00
N 1.4339 2.8813 5.6855 -0.0453 -0.0214 0.0416 0.00
C 0.8372 1.8708 6.4353 0.0335 0.1245 -0.0085 0.00
O 0.2585 2.1072 7.4732 0.0073 -0.0206 0.0053 0.00
H 1.7657 -0.5363 4.1833 -0.0172 0.0101 -0.0185 0.00
H 3.1800 0.3403 2.5436 0.0305 0.0146 0.0016 0.00
H 3.4648 2.0771 2.4201 -0.0202 0.0270 -0.0118 0.00
H 1.3163 3.8216 6.0327 -0.0052 0.0026 0.0031 0.00
```
Positions in Å, forces in eV/Å.



> Which of these has the highest F_max?

C4H12N2



Repeat the first record exactly.
This record from OMol25 describes 2 unconnected molecules or ions with the total composition C5H14NO. The level of theory is ωB97M-V/def2-TZVPD.

Computed properties:
- Relative energy (zero: lowest compared OMol25 entry of this formula, charge and spin): 29.2 kcal/mol
- F_max: 1.73 eV/A
- HOMO: -15.2 eV
- Orbital gap: 10.7 eV
- Net charge: +1

Structure (XYZ):
```
21
Properties=species:S:1:pos:R:3:forces:R:3:mulliken_charge:R:1
C -1.2592 -0.9376 -2.0253 0.0654 0.3268 0.2483 -1.13
C -1.4772 -1.2847 -0.5407 0.6193 0.1393 0.2045 -0.24
C -1.6498 -0.0723 0.3811 0.4388 0.4426 -0.2292 -0.93
C -0.5537 1.0133 0.2782 -0.5259 -1.6458 0.0153 -0.38
C 1.0286 -0.3007 1.7056 -0.7128 0.1427 0.5472 -0.18
N 0.7417 0.5248 0.7984 0.8233 0.7208 -0.5925 0.12
H -1.3307 0.1426 -2.2000 -0.0505 -0.1703 -0.0556 0.32
H -0.2669 -1.2535 -2.3479 -0.0723 0.0255 -0.1139 0.29
H -1.9901 -1.4001 -2.6767 -0.0879 -0.1522 -0.0392 0.33
H -2.3311 -1.9363 -0.3911 -0.1420 -0.0600 -0.0575 0.38
H -0.6088 -1.8538 -0.1891 -0.1065 -0.1078 -0.0117 0.22
H -2.5759 0.4428 0.1316 -0.1494 -0.0088 0.1646 0.36
H -1.6868 -0.3718 1.4306 -0.4207 -0.0988 -0.0312 0.40
H -0.3299 1.2161 -0.7671 -0.2171 0.5628 0.1545 0.35
H -0.8811 1.8611 0.8655 0.3115 0.4615 -0.1591 0.29
H 2.0706 -0.5149 1.8869 0.0555 -0.1298 0.0868 0.26
H 0.2283 -0.6892 2.3244 0.1517 -0.3906 -0.0675 0.25
H 1.5686 0.9390 0.3446 0.0695 -0.0426 -0.0973 0.32
H 3.8979 1.4394 1.0977 -0.4151 0.0988 -0.2713 0.30
H 4.0443 1.5768 -0.3907 -0.3340 -0.0133 -0.2069 0.32
O 3.3611 1.4591 0.2841 0.6993 -0.1007 0.5116 -0.66
```
Positions in Å, forces in eV/Å.



> What is the net charge in the first record?

+1